[1]
Here is a molecular structure, C48H47Cl2N4O7PS2W at a distorted geometry from the OMol25 dataset. Energies are from wB97M-V/def2-TZVPD.

The geometry in XYZ format:
```
112
Properties=species:S:1:pos:R:3:forces:R:3
W 0.230828 -0.262642 -0.207327 0.577 -0.913 -0.871
O -1.077355 2.650828 -0.691668 -0.050 0.107 -0.088
C -0.081266 3.670765 -0.527163 0.014 -0.008 0.028
C 1.225987 3.010897 -0.022653 0.010 0.015 -0.018
C 1.051316 2.373527 1.330678 -0.002 -0.055 0.005
C 1.465371 3.100652 2.433364 0.001 -0.001 0.036
C 1.222551 2.631418 3.707957 -0.015 -0.020 -0.029
C 0.516132 1.454464 3.849411 0.030 0.031 0.039
C 0.122430 0.747525 2.728889 0.014 0.034 -0.084
C -0.715325 -0.482839 2.894801 -0.036 -0.019 -0.016
C 0.002103 -1.767582 2.474728 -0.105 -0.160 0.028
O 0.436557 -1.538528 1.133229 0.119 0.375 0.168
C -0.950103 -2.963271 2.444653 -0.008 0.009 -0.055
C -0.634575 -4.045069 1.629165 0.007 0.013 -0.017
C -1.445056 -5.166875 1.606755 -0.005 -0.013 -0.004
C -2.585568 -5.222155 2.397002 0.001 -0.001 0.004
C -2.906716 -4.146043 3.208825 -0.005 -0.001 0.003
C -2.091298 -3.021790 3.234156 -0.002 0.024 0.013
C 1.209453 -2.121876 3.335027 0.017 0.016 -0.061
C 1.176108 -1.950542 4.712991 0.001 -0.010 -0.001
C 2.251273 -2.341534 5.498867 -0.017 0.007 0.015
C 3.365884 -2.920789 4.914716 0.013 -0.013 -0.010
C 3.395714 -3.112605 3.540635 0.017 -0.006 0.010
C 2.325765 -2.715750 2.756210 -0.038 0.038 -0.007
N 0.436304 1.172106 1.479064 -0.111 0.326 0.097
C 0.114795 4.433766 -1.830234 0.004 0.008 -0.011
C -0.985180 5.122937 -2.342137 0.002 -0.006 0.019
C -0.895536 5.802244 -3.543151 -0.010 0.000 -0.001
C 0.302535 5.812913 -4.249593 -0.006 0.003 -0.009
C 1.400120 5.137867 -3.746157 0.018 -0.001 -0.003
C 1.305582 4.445423 -2.542510 -0.010 -0.011 -0.006
C -0.605902 4.597968 0.563882 0.003 -0.030 0.003
C 0.043984 5.807396 0.792557 -0.001 -0.003 -0.007
C -0.344260 6.627095 1.839854 0.006 0.012 0.006
C -1.392090 6.247391 2.668764 -0.008 0.000 0.009
C -2.049323 5.049456 2.437061 0.009 -0.003 0.005
C -1.657661 4.223822 1.390261 0.002 0.003 -0.017
H 1.982477 3.789101 0.079178 0.001 0.009 0.000
H 1.572499 2.309444 -0.772062 0.015 -0.014 0.001
H 1.953468 4.052099 2.279570 -0.001 0.002 -0.016
H 1.550540 3.190217 4.574027 0.000 -0.002 0.005
H 0.260050 1.071703 4.826621 0.000 -0.009 -0.002
H -1.612622 -0.396475 2.278098 -0.003 -0.003 0.012
H -1.038207 -0.539757 3.930692 0.027 0.013 0.000
H 0.240005 -3.997010 0.992915 -0.004 -0.009 -0.005
H -1.186962 -6.002374 0.967859 -0.003 0.010 -0.007
H -3.218642 -6.099688 2.380527 0.000 0.000 0.002
H -3.793102 -4.176983 3.828847 -0.001 -0.003 0.000
H -2.366852 -2.197802 3.879790 0.003 -0.004 -0.009
H 0.301537 -1.531682 5.195548 0.005 -0.004 0.008
H 2.210730 -2.201060 6.571088 -0.002 0.000 -0.001
H 4.202320 -3.230212 5.527095 0.000 0.000 -0.001
H 4.257022 -3.578054 3.078345 -0.001 0.003 0.002
H 2.354156 -2.864104 1.684420 0.007 -0.003 -0.006
H -1.915344 5.119853 -1.785541 -0.003 0.004 -0.004
H -1.757246 6.331568 -3.927925 0.000 0.000 -0.001
H 0.376612 6.349896 -5.185772 -0.001 0.000 0.000
H 2.337318 5.147638 -4.287395 0.000 0.000 0.000
H 2.177422 3.919976 -2.174678 0.002 0.002 0.000
H 0.850189 6.118945 0.137021 0.001 0.000 0.002
H 0.163151 7.568995 2.002837 0.001 -0.001 -0.001
H -1.701148 6.889760 3.482694 0.001 0.001 -0.001
H -2.876138 4.753477 3.069855 0.002 0.001 0.001
H -2.173680 3.290418 1.211862 -0.007 -0.004 0.005
Cl -5.952657 1.457479 -3.679283 -0.019 0.002 -0.018
C -4.686686 1.013610 -2.588015 0.050 0.014 0.011
C -4.959332 0.128873 -1.557926 -0.008 -0.009 -0.001
C -3.942089 -0.233402 -0.690262 0.042 0.010 0.020
Cl -4.257524 -1.275167 0.652763 0.023 -0.027 -0.027
C -2.660823 0.266963 -0.874051 -0.015 -0.028 -0.075
O -1.649129 -0.133156 -0.072611 -0.343 0.023 0.139
C -2.420638 1.204642 -1.871315 0.062 -0.033 0.121
C -1.066567 1.852013 -1.852299 -0.132 0.101 0.050
O -0.050914 0.872390 -1.759495 0.163 0.225 0.532
C -3.426690 1.575905 -2.738357 -0.024 0.022 0.013
H -5.954332 -0.270830 -1.424669 -0.001 -0.001 0.001
H -0.877641 2.464657 -2.733942 -0.020 -0.114 -0.101
H -3.241461 2.300088 -3.520840 -0.006 0.002 -0.002
C 0.882352 -6.100750 -3.851587 0.001 0.009 0.017
C 0.363049 -5.211892 -2.748525 0.022 0.011 0.045
O -0.324399 -4.104968 -3.363214 -0.044 0.090 -0.072
P -0.861411 -2.844875 -2.548764 0.009 -0.048 -0.185
S -1.874487 -1.664407 -3.672824 0.081 -0.036 0.026
S 0.892694 -2.100472 -1.718989 -0.265 0.163 0.182
O -1.623232 -3.423154 -1.281232 -0.091 -0.124 0.056
C -3.025713 -3.808314 -1.356126 0.039 0.052 -0.041
C -3.240451 -5.069009 -2.162457 0.048 0.035 0.025
H 1.394240 -6.961751 -3.420572 0.001 -0.001 -0.006
H 1.583828 -5.557659 -4.483798 0.001 -0.004 -0.004
H 0.062320 -6.458924 -4.472634 0.000 -0.002 0.000
H 1.174804 -4.826099 -2.126607 -0.007 -0.020 -0.012
H -0.339640 -5.743211 -2.106379 -0.014 -0.004 0.037
H -3.581470 -2.970807 -1.780268 0.004 -0.007 0.013
H -3.316125 -3.943599 -0.318766 0.004 0.011 0.066
H -2.993503 -4.916389 -3.213105 0.011 -0.007 -0.007
H -4.290295 -5.358113 -2.096953 -0.001 0.014 -0.010
H -2.640931 -5.890345 -1.768752 -0.007 -0.019 0.008
C 5.351366 0.174628 -2.603593 -0.013 0.018 -0.008
N 4.380623 0.159912 -1.527256 0.021 -0.029 -0.004
C 4.699585 -0.045144 -0.130797 0.008 0.015 0.018
C 3.327673 0.038887 0.518803 0.003 0.063 -0.025
O 3.102638 0.033605 1.695070 -0.002 -0.025 0.036
N 2.373617 0.134504 -0.507268 -0.028 -0.089 0.060
C 3.058268 0.240971 -1.676704 -0.049 0.017 -0.065
N 2.477291 0.473317 -2.841695 0.030 -0.033 0.047
H 6.335025 0.356136 -2.178760 0.001 -0.003 -0.004
H 5.136739 0.984686 -3.301420 0.002 0.006 0.003
H 5.371311 -0.776116 -3.139570 0.001 0.003 -0.001
H 5.358745 0.731343 0.258834 0.001 -0.007 0.008
H 5.145685 -1.023767 0.060287 -0.007 -0.004 0.000
H 1.461265 0.461832 -2.873058 -0.004 0.017 -0.027
H 2.991894 0.357419 -3.697443 -0.001 0.013 0.001
```
Positions in Å, forces in eV/Å.

Values from the calculation:
* orbital gap (spin up / spin down): 6.59 / 7.04 eV
* spin multiplicity: 2
* HOMO level (spin up / spin down): -0.3747 / -0.3851 Eh
* expectation value of S²: 0.755
* net charge: +1
* LUMO level (spin up / spin down): -3.605 / -3.436 eV


[2]
Here is a molecular structure, C48H47FN6O3Sn at a distorted geometry from the OMol25 dataset. Energies are from wB97M-V/def2-TZVPD.

The geometry in XYZ format:
```
106
Properties=species:S:1:pos:R:3:forces:R:3
Sn 0.160752 0.000558 -0.320779 0.371 -0.052 0.194
C 1.671785 2.938784 0.645565 0.329 -0.014 0.091
O 0.411981 2.309360 0.368588 -0.059 0.307 0.016
C -0.724297 2.927952 0.814095 -0.265 0.214 0.153
C -0.723091 4.004355 1.683119 0.052 -0.006 -0.021
C -1.927437 4.604329 2.032807 0.002 -0.061 -0.030
C -3.131022 4.155173 1.499338 0.002 0.039 0.050
C -3.138403 3.081457 0.634198 -0.004 -0.077 -0.013
C -1.941206 2.432944 0.312600 -0.104 0.212 0.059
N -1.864949 1.315502 -0.518227 -0.035 0.287 0.532
N -2.853717 1.125711 -1.299864 -0.716 0.035 -0.058
C -2.734836 0.639212 -2.502977 -0.047 -0.303 -0.006
C -1.391335 0.685614 -3.123608 0.068 0.151 0.300
O -0.420837 0.933445 -2.372880 0.484 -0.244 -1.020
C -1.300382 0.501031 -4.535571 0.103 -0.012 -0.097
C -2.389056 0.094501 -5.225772 0.045 0.063 0.074
C -3.679041 -0.147261 -4.614421 -0.056 -0.084 -0.020
C -4.730536 -0.684959 -5.356239 0.160 0.083 -0.034
C -5.955019 -0.927296 -4.759643 -0.054 0.013 0.093
C -6.149458 -0.613819 -3.416731 -0.035 -0.020 -0.067
C -5.116844 -0.080608 -2.665768 0.069 0.027 0.064
C -3.873475 0.146857 -3.253720 -0.029 0.019 0.030
H 1.635924 3.991865 0.369120 -0.037 -0.047 -0.031
H 1.937464 2.824422 1.697283 -0.068 0.018 0.031
H 2.409528 2.430045 0.028687 -0.039 -0.010 0.000
H 0.203387 4.386683 2.086591 -0.010 -0.006 0.002
H -1.919263 5.432163 2.728697 -0.002 0.030 -0.021
H -4.058364 4.642531 1.764499 -0.006 -0.013 0.018
H -4.063147 2.701810 0.222688 0.005 -0.007 -0.001
H -0.341890 0.654509 -5.010687 0.016 -0.033 0.008
H -2.305384 -0.071199 -6.293917 0.001 -0.036 0.008
H -4.574836 -0.908965 -6.404255 -0.029 -0.015 0.004
H -6.761270 -1.359473 -5.336116 -0.011 0.031 -0.007
H -7.112646 -0.788593 -2.957014 0.006 -0.014 0.002
H -5.262572 0.152970 -1.619036 -0.017 0.001 -0.004
C 3.705916 -2.356347 -3.851967 -0.053 -0.009 -0.044
C 2.471114 -1.473368 -4.085585 0.043 -0.027 0.117
C 2.632182 -0.151043 -3.330228 0.037 -0.106 0.028
C 1.132395 -2.196417 -3.903979 -0.008 0.061 0.001
C 0.488356 -2.597397 -5.072862 0.003 -0.040 -0.014
C -0.722296 -3.266143 -5.053976 -0.019 -0.011 0.014
C -1.331680 -3.538174 -3.842705 0.005 -0.022 -0.042
C -0.750784 -3.156742 -2.636625 -0.049 -0.032 0.006
C -1.511348 -3.522239 -1.361576 0.133 0.061 0.056
C -2.313494 -2.341793 -0.819319 -0.023 -0.100 -0.057
C -0.718381 -4.170945 -0.224032 -0.056 -0.027 -0.017
C 0.485688 -2.489848 -2.685562 -0.109 -0.047 0.107
N 1.073200 -2.060565 -1.457996 0.452 -0.223 -0.414
C 2.104469 -2.765747 -0.983496 -0.051 -0.072 -0.140
C 2.444403 -4.083088 -1.411672 0.048 0.004 0.042
C 3.465012 -4.773975 -0.810262 0.013 -0.030 0.005
C 4.217002 -4.187784 0.213280 -0.029 0.015 0.002
C 3.954735 -2.879935 0.629472 0.051 -0.050 -0.019
C 2.925106 -2.213164 0.035014 -0.043 0.069 0.022
F 2.679574 -0.925103 0.383596 0.089 -0.056 0.069
H 4.572704 -1.893619 -4.324667 0.006 -0.009 -0.010
H 3.580321 -3.352079 -4.278486 0.006 0.005 -0.015
H 3.939358 -2.462131 -2.793074 0.001 -0.006 0.021
H 2.492531 -1.223779 -5.148885 -0.061 0.035 0.010
H 2.804981 -0.317121 -2.263418 -0.016 0.019 0.016
H 1.770367 0.500043 -3.446763 -0.095 0.059 -0.015
H 3.508082 0.374841 -3.712399 0.001 0.000 0.005
H 0.964296 -2.388464 -6.023759 0.008 -0.003 0.007
H -1.180802 -3.593029 -5.978140 0.002 0.026 -0.006
H -2.267246 -4.084595 -3.824180 -0.012 0.011 0.006
H -2.244001 -4.266267 -1.681262 -0.028 0.016 -0.017
H -1.644107 -1.554151 -0.436883 -0.130 -0.086 0.027
H -2.939445 -2.648660 0.019507 0.025 0.037 0.041
H -2.951307 -1.908336 -1.584665 -0.058 0.081 -0.069
H -0.097350 -3.451720 0.312807 -0.012 -0.038 -0.002
H -0.086931 -4.987568 -0.573466 0.020 0.027 -0.014
H -1.422321 -4.588146 0.496757 0.010 -0.016 0.013
H 1.869384 -4.529690 -2.211249 -0.033 -0.001 0.020
H 3.693534 -5.780437 -1.132148 0.006 -0.003 0.009
H 5.015919 -4.743826 0.683911 0.016 0.009 -0.016
H 4.552762 -2.391194 1.386204 -0.001 0.001 0.004
C 5.026186 4.397739 4.774630 -0.006 -0.023 0.038
C 3.690142 3.949958 5.299871 0.007 -0.002 -0.014
C 2.521197 4.129726 4.571080 0.000 -0.054 0.017
C 1.285888 3.727600 5.062341 -0.090 0.095 0.016
C 1.199329 3.115991 6.305049 0.041 0.051 -0.051
N -0.030133 2.700483 6.873572 0.054 -0.051 0.113
C -1.231276 2.462732 6.259947 0.002 -0.061 -0.046
O -2.296004 2.656169 6.795021 -0.002 0.017 -0.012
N -1.191517 1.968845 4.944066 0.000 0.034 -0.054
C -0.353971 1.002263 4.395089 0.032 0.029 0.080
C 0.683297 0.356724 5.068693 -0.038 -0.023 0.005
C 1.405146 -0.616863 4.402515 -0.021 0.010 0.015
C 1.110564 -0.911870 3.083789 0.003 -0.029 -0.099
N 0.137601 -0.283471 2.419443 -0.172 -0.039 0.063
C -0.582394 0.627214 3.072655 -0.022 -0.067 -0.019
C 2.359644 2.941942 7.053814 -0.001 -0.071 -0.008
C 3.581344 3.356740 6.556332 0.014 0.013 -0.008
H 4.929490 4.885861 3.806060 0.004 0.008 -0.005
H 5.705930 3.551296 4.664700 0.004 0.004 -0.014
H 5.497382 5.101079 5.461827 -0.001 0.012 -0.014
H 2.572448 4.629092 3.609415 0.000 0.023 -0.009
H 0.381421 3.934470 4.504901 0.027 -0.046 -0.024
H -0.138170 2.863826 7.864090 -0.055 0.091 -0.018
H -2.108703 2.034592 4.526569 -0.017 -0.042 0.037
H 0.898526 0.584231 6.101128 -0.005 -0.017 -0.001
H 2.187118 -1.158783 4.915731 0.012 0.009 -0.005
H 1.648611 -1.686049 2.550744 0.036 0.066 -0.003
H -1.416547 1.065131 2.535529 0.012 0.083 -0.014
H 2.298922 2.487401 8.035911 0.008 -0.014 -0.009
H 4.471224 3.222066 7.159378 -0.008 -0.003 0.007
```
Positions in Å, forces in eV/Å.

Values from the calculation:
* orbital gap (spin up / spin down): 4.76 / 5.39 eV
* spin multiplicity: 1
* HOMO level (spin up / spin down): -0.4547 / -0.4547 Eh
* net charge: +2
* LUMO level (spin up / spin down): -7.615 / -6.987 eV